Record 1
The following is a quantum chemistry calculation of 2 unconnected molecules or ions with the total composition C4H7Br2NO2 in a non-equilibrium geometry, from OMol25.

Geometry (Å):
C (-1.490, 1.285, 0.000)
C (-0.385, 0.541, -0.782)
C (0.946, 0.756, -0.694)
C (2.550, -0.792, 0.852)
N (1.851, -1.770, 0.269)
O (0.732, -2.236, 0.896)
O (2.081, -2.270, -0.806)
Br (1.776, 2.310, 0.104)
Br (4.173, -0.525, -0.038)
H (-2.023, 0.816, 0.864)
H (-2.292, 1.375, -0.796)
H (-1.323, 2.342, 0.374)
H (0.138, -2.609, 0.126)
H (-0.682, -0.290, -1.283)
H (1.595, 0.204, -1.325)
H (2.461, -0.804, 1.918)

Atoms 1-6, force components in eV/Å:
C -1.31 0.97 -1.19
C 1.69 3.15 4.10
C -1.83 1.21 -0.50
C 2.62 3.14 1.54
N -3.34 -3.20 -0.63
O -2.36 -0.80 -0.42

Properties
Energy ... -5509.59052 Eh
2S+1 ... 3
E_HOMO (alpha / beta) ... -6.55 / -9.38 eV
Largest force on an atom ... 5.4 eV/A
LUMO level (alpha / beta) ... 0.5582 / -1.9870 eV
Charge ... 0

Atomic partial charges in e from the natural (NBO) method, atoms 1 to 8: atom 1 (C): -0.675, atom 2 (C): -0.190, atom 3 (C): -0.271, atom 4 (C): -0.108, atom 5 (N): 0.182, atom 6 (O): -0.548, atom 7 (O): -0.368, atom 8 (Br): 0.031



Record 2
The following is a quantum chemistry calculation of C4H9NS in the gas phase in a non-equilibrium geometry, from OMol25.

Geometry (Å):
C (-0.769, -1.844, 0.559)
N (-0.048, -1.492, -0.389)
C (0.078, 0.292, -0.331)
C (-1.337, 0.836, -0.327)
C (1.128, 0.631, 0.668)
S (2.819, 0.033, 0.063)
H (-1.120, -2.995, 0.609)
H (-1.183, -1.302, 1.382)
H (0.365, 0.383, -1.454)
H (-1.666, 0.384, -1.312)
H (-1.434, 1.949, -0.240)
H (-1.939, 0.504, 0.630)
H (1.414, 1.682, 0.644)
H (1.087, 0.182, 1.695)
H (2.638, -1.359, 0.125)

Atoms 1-6, force components in eV/Å:
C -1.11 -4.24 0.19
N 0.10 3.83 -0.06
C -0.15 -3.10 -2.57
C -0.91 -0.56 1.57
C 2.21 -0.93 -0.16
S -0.55 -1.29 0.20

Properties
Energy ... -610.64639 Eh
Energy above the lowest of the compared OMol25 structures with the same formula, charge and spin ... 281.7 kJ/mol
E_HOMO ... -9.01 eV
Largest force on an atom ... 4.4 eV/A
LUMO level ... 0.8912 eV
Charge ... 0
Structure (SMILES) ... C=N[C@@H](C)CS

Atomic partial charges in e from the natural (NBO) method, atoms 1 to 8: atom 1 (C): -0.086, atom 2 (N): -0.386, atom 3 (C): -0.083, atom 4 (C): -0.652, atom 5 (C): -0.524, atom 6 (S): -0.095, atom 7 (H): 0.160, atom 8 (H): 0.148



Record 3
The following is a quantum chemistry calculation of C7H10 in the gas phase in a non-equilibrium geometry, from OMol25.

Geometry (Å):
C (0.008, -0.793, 1.685)
C (0.991, 0.035, 0.879)
C (0.492, 1.275, -0.019)
C (-0.939, 1.303, -0.454)
C (-1.337, 0.191, -1.078)
C (-0.192, -0.764, -1.360)
C (1.051, 0.023, -0.633)
H (0.202, -1.868, 1.561)
H (0.046, -0.583, 2.763)
H (-1.009, -0.596, 1.348)
H (1.994, -0.025, 1.354)
H (0.994, 2.251, -0.057)
H (-1.565, 2.185, -0.358)
H (-2.360, 0.056, -1.442)
H (-0.200, -1.742, -0.870)
H (-0.336, -1.079, -2.424)
H (2.105, 0.167, -0.908)

Atoms 1-6, force components in eV/Å:
C -0.16 0.04 -0.18
C -0.40 0.28 -0.25
C 0.05 -0.24 0.33
C -0.09 -0.20 0.27
C 0.23 0.20 0.24
C 0.56 0.24 0.47

Properties
Energy ... -272.64121 Eh
Energy above the lowest of the compared OMol25 structures with the same formula, charge and spin ... 201.6 kJ/mol
E_HOMO ... -8.66 eV
Largest force on an atom ... 1.5 eV/A
LUMO level ... 1.1772 eV
Charge ... 0
Structure (SMILES) ... C[C@@H]1[C@@H]2C=CC[C@H]12

Atomic partial charges in e from the natural (NBO) method, atoms 1 to 8: atom 1 (C): -0.629, atom 2 (C): -0.201, atom 3 (C): -0.276, atom 4 (C): -0.199, atom 5 (C): -0.205, atom 6 (C): -0.454, atom 7 (C): -0.222, atom 8 (H): 0.204



- Which formula does entry 1 have?
  C4H7Br2NO2



- largest force on an atom of number 2 (C4H9NS)?
  4.4 eV/A